1.
This record from OMol25 describes 2 unconnected molecules or ions with the total composition C4H6N2O in a non-equilibrium geometry. The level of theory is ωB97M-V with the def2-TZVPD basis set.

```
13
C4H6N2O | OMol25 | ωB97M-V with the def2-TZVPD basis set
C -0.39945 0.23921 -1.40805
C 0.12771 1.39972 -1.33205
C 1.07133 1.34716 0.07884
C 0.53739 -0.04026 0.66638
H -0.46253 -2.01374 1.09158
H -1.12974 0.16691 -2.26195
H -0.15115 2.21277 -2.06665
H 0.77700 2.21534 0.86322
H 2.14871 1.38695 -0.30690
H 0.75188 -0.33129 2.74557
N -0.19145 -0.69381 -0.37335
N 0.39891 -0.82192 1.80207
O -1.42603 -1.33773 0.23793
```

For the HOMO-LUMO gap, the calculation gives 9.250 eV. The charge is 0. The value obtained for the molar mass is 98.105 g/mol. Its total energy is -9266.253 eV. For the LUMO energy, the calculation gives 0.72 eV.

Mulliken charges, unit e, in atom order: C -0.2035; C -0.3336; C -0.2669; C 0.3375; H 0.4692; H 0.2913; H 0.2930; H 0.2671; H 0.2555; H 0.2393; N -0.1300; N -0.6366; O -0.5824

---

2.
This record from OMol25 describes 16 unconnected molecules or ions with the total composition C74H193N13O24 in a non-equilibrium geometry. The level of theory is ωB97M-V with the def2-TZVPD basis set.

```
304
C74H193N13O24 | OMol25 | ωB97M-V with the def2-TZVPD basis set
C 22.51792 15.71596 19.10446
C 21.32940 15.78864 18.17032
C 20.02056 16.37858 18.79062
O 19.73010 15.53702 19.87958
C 18.86325 16.16251 20.81342
N 21.82422 16.47099 17.02948
H 23.29794 15.00340 18.83628
H 22.29290 15.42751 20.13124
H 23.02958 16.67550 19.17908
H 21.09374 14.76000 17.89746
H 19.14870 16.39843 18.13670
H 20.24716 17.40674 19.07281
H 18.64964 15.47762 21.63404
H 17.95790 16.57987 20.37272
H 19.42213 16.96716 21.29124
H 21.12604 16.25610 16.33201
H 22.64798 16.07932 16.59574
C 13.87240 14.73392 15.49522
C 12.38262 15.13578 15.11186
C 11.52928 15.54394 16.39789
O 11.41886 14.37508 17.17184
C 11.00106 14.55906 18.53490
N 12.46284 16.34359 14.28286
H 14.48698 14.65497 14.59848
H 13.89924 13.75783 15.97960
H 14.34268 15.46974 16.14753
H 11.90156 14.36841 14.50536
H 10.55102 15.89827 16.07304
H 11.98848 16.40054 16.89132
H 9.92258 14.70120 18.60418
H 11.53988 15.41228 18.94696
H 11.25218 13.61250 19.01350
H 11.55354 16.65945 13.97708
H 12.72864 17.16370 14.80904
C 17.98582 22.91788 14.48224
C 18.80784 24.00108 13.74302
C 19.42696 23.46920 12.38838
O 20.18426 24.54916 11.89784
C 21.01180 24.31135 10.73012
N 17.82214 25.05497 13.56714
H 17.60134 23.23508 15.45158
H 18.65394 22.09720 14.74340
H 17.25761 22.37739 13.87754
H 19.61187 24.44744 14.32814
H 18.66574 23.13239 11.68468
H 20.06477 22.61733 12.62424
H 21.66466 23.47575 10.98238
H 21.64538 25.15152 10.44586
H 20.42804 24.03928 9.85074
H 17.66090 25.53418 14.44148
H 18.25842 25.79873 13.04122
C 21.05734 20.21770 19.93648
C 21.23944 20.50710 18.46097
C 21.15090 21.99787 18.04174
O 19.83542 22.50153 18.25174
C 19.58641 23.78923 17.62062
N 22.49150 19.93779 18.06228
H 21.88584 20.58039 20.54487
H 20.84700 19.16557 20.12852
H 20.16622 20.76555 20.24286
H 20.51368 19.90051 17.91928
H 21.35354 22.00911 16.97080
H 21.93606 22.58467 18.51850
H 18.52430 23.91929 17.82824
H 19.81418 23.71906 16.55700
H 20.20804 24.56123 18.07415
H 23.20028 20.13059 18.75550
H 22.36550 18.93574 18.05140
C 13.87588 12.49489 18.89422
C 15.26220 12.58438 19.64206
C 16.36208 13.34287 18.78458
O 16.71896 12.62308 17.61184
C 17.50698 13.36787 16.65670
N 14.88494 13.16953 20.95710
H 13.47124 13.50409 18.81742
H 13.15492 11.97583 19.52580
H 13.86400 12.06210 17.89390
H 15.67382 11.60675 19.89288
H 17.23946 13.48239 19.41609
H 16.08670 14.36319 18.51776
H 16.96444 14.22532 16.25856
H 17.71746 12.82808 15.73344
H 18.47286 13.57496 17.11746
H 14.28478 12.54035 21.47096
H 14.30924 13.98305 20.79324
C 14.63326 17.86492 20.85371
C 14.15606 16.83509 19.85158
O 13.41622 15.83963 20.60324
H 15.46488 18.46048 20.47714
H 14.90920 17.43530 21.81672
H 13.77616 18.51170 21.04122
H 15.07088 16.38550 19.46552
H 13.69924 17.37462 19.02192
H 12.55806 16.15682 20.89400
C 20.60010 13.42356 14.66092
C 19.93598 14.57805 13.92958
O 19.42669 15.50583 14.90538
H 19.82162 12.81586 15.12220
H 21.28424 13.84995 15.39458
H 21.21470 12.83903 13.97630
H 19.07202 14.24550 13.35416
H 20.57860 15.15242 13.26232
H 19.28470 16.34001 14.45198
C 12.87672 25.54281 12.96032
C 14.35058 25.66331 13.24706
O 14.97648 24.47430 13.40620
H 12.66724 24.83676 12.15678
H 12.36134 26.47624 12.73404
H 12.41130 25.23167 13.89556
H 14.45980 26.32335 14.10758
H 14.80500 26.21575 12.42460
H 15.92926 24.59134 13.41698
C 17.24412 20.71148 10.69378
O 17.35460 19.72502 11.79594
C 17.80832 18.44085 11.41596
C 18.08857 17.60256 12.55976
N 19.32768 17.88410 13.25316
C 19.36904 19.23181 13.81650
C 20.58792 19.58510 14.61662
O 21.72734 19.31212 13.66908
C 22.97926 19.44308 14.23360
H 18.22958 20.83643 10.24502
H 17.06490 21.72186 11.06134
H 16.38630 20.37616 10.11086
H 18.58125 18.51350 10.65086
H 16.92213 17.99572 10.96362
H 18.27505 16.55141 12.33974
H 17.24348 17.61520 13.24806
H 20.02992 17.81802 12.53024
H 18.56058 19.45734 14.51194
H 19.21967 19.95716 13.01672
H 20.60712 19.00921 15.54186
H 20.58531 20.65232 14.83826
H 23.14390 18.74786 15.05682
H 23.21880 20.45434 14.56234
H 23.70646 19.23393 13.44904
C 11.63234 22.87188 20.49014
O 11.64228 23.79818 21.60750
C 12.90626 24.34155 21.95316
C 12.81108 25.80966 22.51732
N 14.09484 26.50273 22.67120
C 14.57992 27.11122 21.39240
C 15.94312 27.79157 21.49732
O 16.40635 28.19743 20.21974
C 17.80256 28.68669 20.28874
H 11.84212 23.47604 19.60748
H 10.65310 22.41065 20.36195
H 12.31058 22.03966 20.67857
H 13.53550 24.54776 21.08734
H 13.44484 23.56718 22.49940
H 12.31886 25.71566 23.48530
H 12.19968 26.39800 21.83310
H 14.03622 27.15585 23.43938
H 13.92012 27.85194 20.94062
H 14.67834 26.35436 20.61422
H 16.64534 27.03025 21.83696
H 16.00636 28.67978 22.12596
H 18.35534 27.94092 20.86002
H 17.75916 29.61494 20.85846
H 18.18624 28.86234 19.28374
C 10.65790 20.41954 17.48530
O 11.90906 20.60582 16.83428
C 12.77928 19.51067 17.14852
C 13.92754 19.48190 16.11942
N 13.48184 19.27828 14.78874
C 14.55760 19.77403 13.88306
C 14.01582 19.68954 12.40166
O 12.86484 20.48032 12.19552
C 12.92594 21.87446 12.43034
H 10.09182 21.34477 17.37760
H 10.75588 20.26353 18.55962
H 10.05244 19.59919 17.09984
H 12.30568 18.53280 17.06148
H 13.16520 19.58078 18.16550
H 14.70334 18.75034 16.34532
H 14.36920 20.46780 16.26444
H 12.74948 19.96524 14.67996
H 15.50876 19.26384 14.03508
H 14.80168 20.83052 13.99426
H 13.89006 18.64387 12.12084
H 14.78626 20.18856 11.81388
H 13.65864 22.39539 11.81400
H 12.90758 22.07218 13.50210
H 11.97964 22.30227 12.09928
C 19.92876 28.73908 13.25264
O 19.05740 28.54564 14.35620
C 19.82525 27.94937 15.45866
C 18.83858 27.65858 16.62896
N 17.78334 26.85832 16.14594
C 16.85814 26.59703 17.26371
C 15.80310 27.80930 17.43035
O 15.29138 28.01814 16.10568
C 14.26378 29.03854 16.05234
H 20.31116 27.75085 12.99714
H 20.71031 29.44230 13.54030
H 19.48459 29.05024 12.30712
H 20.59982 28.62290 15.82540
H 20.25466 27.01229 15.10426
H 18.52479 28.60352 17.07248
H 19.34674 27.14427 17.44465
H 17.36098 27.39768 15.40376
H 17.25243 26.32033 18.24150
H 16.32532 25.68456 16.99614
H 16.19390 28.77642 17.74666
H 14.98486 27.55873 18.10549
H 14.62040 30.06175 16.17052
H 13.48712 28.85351 16.79440
H 13.80860 29.03549 15.06194
C 16.95475 17.61258 16.97558
O 16.67122 18.95741 17.24356
C 17.52792 19.56154 18.19856
C 17.29412 21.02495 18.64042
N 15.96378 21.15431 19.19718
C 15.58346 22.46476 19.63643
C 15.37732 23.43592 18.38356
O 14.36394 22.90917 17.55334
C 14.40080 23.29879 16.24074
H 18.03272 17.51925 16.84377
H 16.54600 17.26314 16.02746
H 16.61756 16.93706 17.76176
H 18.49927 19.61446 17.70686
H 17.72782 18.95248 19.08015
H 17.30416 21.67896 17.76848
H 18.00362 21.40036 19.37784
H 15.32270 20.84561 18.48036
H 16.37024 22.89666 20.25494
H 14.66136 22.44164 20.21722
H 16.34134 23.51933 17.88174
H 15.01722 24.41678 18.69394
H 13.46300 23.12685 15.71244
H 15.18448 22.81543 15.65738
H 14.55552 24.36785 16.09484
C 19.00330 23.88226 21.28488
O 18.53558 24.95341 22.06896
C 17.34430 24.74934 22.78884
C 17.37986 25.60407 23.99090
N 16.02582 25.82725 24.62470
C 16.06848 27.03555 25.40986
C 14.72196 27.26024 26.13416
O 13.60518 27.52300 25.27858
C 12.43528 27.96693 25.96404
H 18.30510 23.50811 20.53616
H 19.48994 23.06976 21.82446
H 19.80318 24.37805 20.73490
H 17.30568 23.73914 23.19640
H 16.49144 24.86654 22.12028
H 17.92402 26.52144 23.76632
H 18.03090 25.13337 24.72758
H 15.39642 26.03717 23.86322
H 16.25668 27.92941 24.81514
H 16.85775 27.05511 26.16138
H 14.94474 28.04905 26.85266
H 14.46412 26.37101 26.70938
H 12.60574 28.98292 26.32016
H 12.10140 27.36035 26.80588
H 11.59988 27.98073 25.26404
C 17.22098 18.43849 28.86688
O 16.82797 18.81652 27.50656
C 15.35860 18.77957 27.37096
C 15.02820 19.22424 25.96574
N 15.68396 20.57511 25.68402
C 15.37056 20.96890 24.32788
C 16.06665 20.15275 23.23328
O 17.53367 20.17309 23.37400
C 18.19840 19.55024 22.29814
H 16.82130 17.45477 29.11314
H 16.82331 19.18700 29.55224
H 18.29314 18.33727 28.69860
H 14.96346 19.37840 28.19156
H 14.95058 17.77212 27.45256
H 13.96828 19.12362 25.73214
H 15.57170 18.50428 25.35388
H 16.66903 20.36797 25.60124
H 15.70294 21.98160 24.09972
H 14.28648 20.96840 24.21452
H 15.70796 20.58791 22.30050
H 15.73194 19.11555 23.25020
H 17.77029 18.55470 22.18100
H 19.27683 19.45041 22.42106
H 17.93047 20.17843 21.44862
C 12.14266 26.06119 17.89830
O 11.67444 26.72234 19.05923
C 10.82342 27.87790 18.75322
C 10.56618 28.65803 20.08529
N 10.06403 30.00419 19.95622
C 9.99952 30.72829 21.25160
C 9.33282 32.09479 21.00116
O 9.46670 32.86248 22.18108
C 8.92020 34.14887 21.99844
H 12.77072 25.24691 18.25968
H 12.72806 26.71751 17.25438
H 11.29858 25.73107 17.29278
H 9.86840 27.63384 18.28798
H 11.24030 28.60225 18.05348
H 11.47998 28.79706 20.66300
H 9.82292 28.11740 20.67130
H 9.12016 29.98398 19.59731
H 10.99544 30.79784 21.68908
H 9.34782 30.30048 22.01342
H 8.26084 31.91163 20.92757
H 9.69809 32.55059 20.08088
H 9.57603 34.53548 21.21836
H 9.04350 34.82025 22.84822
H 7.90216 34.03781 21.62514
```

For the HOMO-LUMO gap, the calculation gives 8.947 eV. The charge is 0. The value obtained for the molar mass is 1649.425 g/mol. Its total energy is -148360.863 eV. For the LUMO energy, the calculation gives 0.49 eV.

Mulliken population analysis, charges in e, atoms 1 to 99: C -1.8231; C 0.6416; C 2.0498; O -0.5472; C -0.8018; N -0.0939; H 0.4606; H 0.3437; H 0.2960; H 0.2031; H -0.4884; H -1.2257; H 0.5395; H 0.0655; H 0.4421; H -0.3493; H 0.3815; C -1.0123; C 0.1528; C 0.6177; O -0.3593; C -0.4647; N -0.5809; H 0.5467; H 0.3016; H -0.1497; H 0.4319; H 0.4444; H -0.7271; H 0.3233; H 0.0526; H 0.2275; H 0.2927; H -0.0375; C 0.5659; C 0.6530; C -0.8174; O -0.2626; C -0.8291; N -0.3011; H -0.6425; H -0.5499; H 0.3367; H 0.0559; H 0.3725; H 0.3129; H 0.3053; H 0.2587; H 0.3100; H -0.0670; H 0.2975; C -0.6452; C 3.1978; C -1.6002; O 0.5308; C -0.5983; N -0.7061; H 0.4787; H 0.0582; H -0.4820; H -1.5876; H 0.2544; H 0.2345; H -0.2041; H 0.1629; H 0.5240; H 0.3356; H 0.1676; C -0.9560; C 0.0641; C 0.4711; O -0.5179; C -0.3116; N -0.7930; H -0.0447; H 0.4753; H 0.3069; H 0.4244; H 0.3134; H -0.5271; H 0.1220; H 0.2732; H 0.1859; H 0.2695; H 0.2156; C -1.4577; C 1.7982; O -0.6270; H 0.0308; H 0.4212; H 0.5686; H -0.8814; H -0.2652; H 0.3224; C -0.9419; C -0.4133; O 0.1651; H 0.2030; H 0.1048